[1]
DFT (wB97M-V/def2-TZVPD) results for a cluster of 2 separate species, C22H29N4 in total.

The geometry in ORCA input format:
```
! wB97M-V def2-TZVPD RIJCOSX def2/J DEFGRID3
* xyz 1 1
C 1.048 -4.878 -0.472
C -0.272 -4.230 -0.486
N -0.622 -2.957 -0.512
C -2.011 -2.912 -0.504
C -2.509 -4.202 -0.482
C -3.869 -4.740 -0.470
N -1.396 -5.019 -0.470
H 1.814 -4.106 -0.470
H 1.141 -5.515 0.409
H 1.154 -5.523 -1.346
H -2.599 -2.001 -0.517
H -4.571 -3.890 -0.467
H -4.059 -5.368 -1.351
H -4.045 -5.363 0.418
H -1.411 -6.033 -0.454
C 3.702 1.391 5.306
N 2.515 0.604 4.983
C 1.486 0.685 6.021
C 2.134 0.453 3.627
C 2.300 -0.770 2.899
C 1.836 -0.891 1.600
C 1.153 0.168 0.913
C 0.654 -0.077 -0.394
C 0.250 0.870 -1.372
C -0.048 0.399 -2.695
C -0.566 1.215 -3.686
C -0.877 2.588 -3.420
N -1.479 3.447 -4.373
C -2.892 3.801 -4.248
C -0.683 4.516 -4.977
C -0.543 3.076 -2.139
C 0.096 2.281 -1.194
C 0.980 1.366 1.668
C 1.507 1.518 2.946
H 4.377 1.384 4.447
H 3.448 2.436 5.547
H 4.219 0.964 6.174
H 0.584 0.170 5.683
H 1.840 0.211 6.945
H 1.224 1.728 6.262
H 2.778 -1.612 3.412
H 1.979 -1.840 1.073
H 0.566 -1.131 -0.674
H 0.174 -0.646 -2.934
H -0.767 0.830 -4.692
H -3.414 3.017 -3.696
H -3.030 4.757 -3.716
H -3.350 3.906 -5.239
H 0.374 4.240 -4.943
H -0.981 4.667 -6.023
H -0.814 5.474 -4.449
H -0.781 4.114 -1.892
H 0.498 2.781 -0.320
H 0.378 2.177 1.276
H 1.381 2.470 3.466
*
```

Properties
HOMO level   -10.677 eV
DFT total energy   -29237.192 eV
Relative energy (zero: lowest compared OMol25 entry of this formula, charge and spin)   44.4 kcal/mol


[2]
DFT (wB97M-V/def2-TZVPD) results for a structure of composition C9H9I2InNO4S2Tl.

The geometry in ORCA input format:
```
! wB97M-V def2-TZVPD RIJCOSX def2/J DEFGRID3
* xyz 4 1
I 4.052 -1.479 -0.610
I 4.135 1.478 -0.620
Tl 0.699 2.084 0.036
In 1.071 -1.875 -0.284
S 1.272 0.155 -1.898
C -1.336 -3.104 -1.802
C -0.592 -3.363 2.103
C 0.143 0.002 -3.388
C 0.527 1.269 -4.159
C -1.359 -0.011 -3.168
C 0.533 -1.271 -4.123
C -0.514 3.348 1.999
C -1.252 3.036 -1.904
O -1.131 -3.956 2.916
O -1.934 -3.936 -2.276
O -1.131 3.821 2.824
O -1.912 3.913 -2.225
H 0.137 1.323 -5.184
H 1.614 1.330 -4.209
H 0.174 2.144 -3.605
H -1.873 -0.015 -4.145
H -1.730 0.862 -2.637
H -1.722 -0.895 -2.643
H 0.144 -1.334 -5.150
H 0.176 -2.157 -3.594
H 1.615 -1.343 -4.183
S 0.173 0.064 2.376
C 0.055 -0.037 4.026
N -0.035 -0.054 5.198
*
```

Properties
HOMO level (alpha / beta)   -23.103 / -22.829 eV
DFT total energy   -66844.467 eV


[3]
DFT (wB97M-V/def2-TZVPD) results for a cluster of 10 separate species, C89H186F9N7O6 in total.

The geometry in ORCA input format:
```
! wB97M-V def2-TZVPD RIJCOSX def2/J DEFGRID3
* xyz 4 1
C -5.385 -0.005 24.282
C -4.284 -0.481 25.309
C -3.907 -1.990 25.061
C -5.095 -2.960 25.239
N -4.665 -4.501 25.309
C -3.730 -4.836 26.454
C -3.990 -6.292 26.825
C -5.351 -6.654 26.251
C -5.881 -5.477 25.627
C -4.133 -4.791 23.894
C -3.777 -6.237 23.566
C -3.105 -6.388 22.096
H -5.024 -0.085 23.257
H -5.566 1.063 24.403
H -6.385 -0.428 24.385
H -4.617 -0.372 26.341
H -3.442 0.210 25.262
H -3.021 -2.195 25.661
H -3.424 -2.047 24.085
H -5.830 -2.771 24.457
H -5.513 -2.881 26.242
H -2.666 -4.671 26.282
H -4.069 -4.148 27.229
H -3.109 -6.851 26.510
H -4.053 -6.465 27.900
H -5.421 -7.568 25.661
H -6.013 -7.029 27.031
H -6.532 -5.636 24.767
H -6.462 -4.956 26.388
H -3.186 -4.260 23.798
H -4.744 -4.403 23.079
H -4.694 -6.807 23.715
H -2.952 -6.551 24.205
H -2.252 -7.064 22.151
H -2.655 -5.516 21.621
H -3.828 -6.818 21.403
C -6.042 3.235 3.930
C -6.006 2.285 5.037
C -4.709 2.437 5.848
C -4.531 1.484 7.015
N -3.039 1.082 7.365
C -2.314 0.115 6.363
C -2.928 -1.247 6.743
C -3.295 -1.188 8.247
C -2.960 0.235 8.686
C -2.163 2.362 7.535
C -2.682 3.393 8.577
C -1.911 4.731 8.567
H -5.360 2.936 3.134
H -5.838 4.288 4.125
H -7.069 3.353 3.585
H -6.340 1.280 4.780
H -6.787 2.680 5.687
H -4.699 3.444 6.265
H -3.886 2.288 5.149
H -4.990 0.523 6.783
H -4.951 1.889 7.936
H -1.253 0.083 6.611
H -2.449 0.528 5.363
H -2.217 -2.059 6.594
H -3.788 -1.415 6.095
H -2.724 -1.838 8.910
H -4.359 -1.418 8.292
H -1.937 0.420 9.014
H -3.585 0.700 9.448
H -2.165 2.732 6.510
H -1.116 2.066 7.594
H -2.378 2.901 9.500
H -3.707 3.745 8.462
H -2.197 5.140 9.536
H -2.190 5.392 7.747
H -0.845 4.515 8.630
C -11.887 -16.217 1.444
C -12.542 -15.985 2.860
C -11.391 -15.833 3.927
C -10.768 -14.480 3.967
N -9.540 -14.389 4.899
C -9.145 -12.946 5.005
C -9.976 -12.257 6.161
C -10.637 -13.401 6.879
C -9.900 -14.657 6.374
C -8.404 -15.371 4.425
C -7.842 -15.068 2.979
C -6.731 -16.074 2.613
H -11.181 -17.046 1.392
H -11.275 -15.362 1.160
H -12.652 -16.371 0.684
H -13.213 -16.766 3.218
H -13.126 -15.067 2.922
H -10.658 -16.551 3.558
H -11.773 -16.074 4.919
H -11.548 -13.760 4.212
H -10.365 -14.228 2.986
H -8.072 -12.896 5.193
H -9.373 -12.583 4.003
H -9.425 -11.619 6.852
H -10.648 -11.471 5.818
H -10.663 -13.255 7.959
H -11.683 -13.343 6.578
H -8.960 -14.760 6.917
H -10.478 -15.571 6.510
H -8.623 -16.413 4.659
H -7.522 -15.121 5.015
H -7.350 -14.095 2.982
H -8.622 -15.118 2.219
H -5.824 -15.957 3.206
H -6.421 -15.947 1.576
H -6.968 -17.133 2.715
C 8.832 -21.296 4.073
C 8.112 -19.934 4.098
C 6.636 -19.896 3.599
C 6.084 -18.452 3.490
N 4.735 -18.413 2.676
C 4.107 -16.996 2.801
C 3.376 -16.990 4.133
C 3.222 -18.372 4.607
C 3.689 -19.253 3.386
C 4.857 -18.768 1.175
C 6.001 -18.136 0.467
C 6.012 -18.496 -1.057
H 8.530 -21.953 4.889
H 9.892 -21.137 4.271
H 8.601 -21.770 3.119
H 8.600 -19.158 3.509
H 8.115 -19.623 5.143
H 5.952 -20.440 4.252
H 6.604 -20.365 2.616
H 6.792 -17.857 2.912
H 5.832 -17.933 4.414
H 3.382 -16.815 2.008
H 4.921 -16.288 2.641
H 2.400 -16.626 3.811
H 3.756 -16.199 4.780
H 2.239 -18.712 4.934
H 3.872 -18.517 5.470
H 2.924 -19.296 2.612
H 4.072 -20.229 3.685
H 3.896 -18.533 0.717
H 4.944 -19.852 1.106
H 6.880 -18.393 1.059
H 6.040 -17.051 0.566
H 5.144 -18.134 -1.608
H 6.226 -19.532 -1.319
H 6.902 -17.995 -1.440
C 4.238 -8.265 -1.970
C 4.468 -6.758 -1.727
C 3.095 -6.123 -1.257
C 1.953 -6.348 -2.254
N 0.559 -5.732 -1.832
C 0.552 -4.242 -2.091
C -0.096 -3.988 -3.476
C -1.178 -5.105 -3.419
C -0.459 -6.268 -2.863
C 0.153 -6.048 -0.352
C 0.454 -7.512 0.033
C -0.217 -7.965 1.316
H 3.694 -8.472 -2.891
H 3.818 -8.702 -1.064
H 5.168 -8.796 -2.177
H 4.833 -6.224 -2.605
H 5.196 -6.509 -0.955
H 3.283 -5.050 -1.299
H 2.850 -6.327 -0.215
H 1.746 -7.410 -2.385
H 2.113 -5.976 -3.266
H 0.079 -3.811 -1.208
H 1.561 -3.838 -2.010
H -0.594 -3.018 -3.466
H 0.682 -3.993 -4.239
H -1.990 -4.819 -2.751
H -1.407 -5.244 -4.475
H -1.110 -7.046 -2.463
H 0.066 -6.697 -3.716
H -0.896 -5.803 -0.187
H 0.698 -5.402 0.336
H 1.488 -7.854 -0.001
H 0.078 -8.223 -0.703
H -1.248 -7.613 1.267
H 0.398 -7.701 2.176
H -0.319 -9.036 1.492
C 7.921 -7.583 15.043
C 8.909 -8.728 14.955
C 10.284 -8.253 14.800
C 10.526 -7.433 13.527
N 12.023 -7.354 12.971
C 12.896 -6.427 13.837
C 12.504 -5.039 13.485
C 11.952 -5.060 12.097
C 12.111 -6.500 11.670
C 12.695 -8.755 12.739
C 11.836 -9.640 11.846
C 12.281 -11.052 11.845
H 8.107 -6.853 15.830
H 6.959 -7.997 15.344
H 7.796 -7.034 14.110
H 8.463 -9.387 14.210
H 8.761 -9.394 15.804
H 10.947 -9.117 14.868
H 10.471 -7.567 15.626
H 10.254 -6.425 13.842
H 9.913 -7.852 12.730
H 13.951 -6.627 13.650
H 12.672 -6.604 14.889
H 13.330 -4.329 13.534
H 11.806 -4.642 14.222
H 12.409 -4.327 11.432
H 10.929 -4.688 12.051
H 13.060 -6.648 11.153
H 11.201 -6.811 11.156
H 12.854 -9.086 13.765
H 13.707 -8.687 12.340
H 11.789 -9.290 10.814
H 10.823 -9.659 12.247
H 13.268 -11.108 11.387
H 11.575 -11.659 11.279
H 12.332 -11.529 12.824
C -6.341 -16.303 16.248
C -6.496 -17.668 15.714
C -5.308 -18.070 14.815
C -5.456 -19.596 14.407
N -4.274 -20.148 13.536
C -4.525 -21.642 13.223
C -5.321 -21.670 11.863
C -5.317 -20.231 11.249
C -4.236 -19.499 12.140
C -3.000 -19.903 14.338
C -2.999 -20.643 15.670
C -1.584 -20.651 16.438
H -6.819 -15.613 15.553
H -5.329 -15.916 16.367
H -6.861 -16.166 17.196
H -7.408 -17.778 15.127
H -6.485 -18.399 16.523
H -4.355 -17.960 15.332
H -5.255 -17.470 13.906
H -6.300 -19.718 13.729
H -5.544 -20.239 15.283
H -3.524 -22.071 13.193
H -5.147 -22.067 14.011
H -4.809 -22.447 11.295
H -6.352 -22.020 11.915
H -4.928 -20.177 10.232
H -6.221 -19.637 11.376
H -3.229 -19.777 11.829
H -4.252 -18.417 12.270
H -2.808 -18.830 14.382
H -2.243 -20.355 13.697
H -3.236 -21.698 15.536
H -3.759 -20.268 16.356
H -1.761 -20.949 17.471
H -1.070 -19.693 16.516
H -0.906 -21.411 16.051
C 4.337 -23.491 11.017
O 4.899 -22.331 11.727
O 3.280 -23.003 10.210
C 5.398 -24.577 10.627
F 6.458 -24.704 11.398
F 4.896 -25.820 10.699
F 5.810 -24.477 9.417
C 5.907 -21.530 11.163
C 6.251 -20.493 12.234
H 6.221 -20.992 13.202
H 7.280 -20.189 12.038
H 5.501 -19.702 12.249
H 5.729 -21.016 10.219
H 6.724 -22.219 10.953
H 3.872 -23.878 11.924
C 2.547 -13.754 24.675
O 1.495 -14.713 24.312
O 2.153 -13.179 25.904
C 3.966 -14.410 24.495
F 5.003 -13.648 24.869
F 4.178 -15.580 25.138
F 4.126 -14.663 23.167
C 1.300 -15.252 22.913
C -0.118 -15.807 22.744
H -0.226 -15.962 21.670
H -0.317 -16.742 23.268
H -0.869 -15.125 23.143
H 1.998 -16.024 22.589
H 1.388 -14.453 22.177
H 2.519 -12.957 23.932
C -1.606 -11.892 11.634
O -1.024 -12.811 12.563
O -2.037 -12.739 10.569
C -2.688 -11.071 12.458
F -3.706 -11.818 12.862
F -2.175 -10.480 13.498
F -3.230 -10.128 11.639
C 0.198 -12.465 13.302
C 0.483 -13.454 14.405
H 1.287 -13.112 15.057
H -0.427 -13.536 14.999
H 0.746 -14.412 13.955
H 0.219 -11.405 13.556
H 0.988 -12.491 12.553
H -0.844 -11.182 11.314
*
```

Properties
HOMO level   -6.822 eV
DFT total energy   -142434.895 eV
Relative energy (zero: lowest compared OMol25 entry of this formula, charge and spin)   159.0 kcal/mol